No. 1
ORCA calculation (ωB97M-V with the def2-TZVPD basis set) on a structure of composition C8H13FN4O5Tm at a distorted geometry.

## Properties
- ΔE to the lowest compared entry with this formula, charge and spin (kcal per mole) = 5.7
- E_tot (Ha) = -2093.11260
- multiplicity = 3
- HOMO level (spin up / spin down) (eV) = -4.88 / -4.88
- orbital gap (spin up / spin down) (eV) = 7.5 / 7.5
- <S²> = 2.002
- net charge = -1

Each line ends with the Löwdin charge.
Positions of all 32 atoms, in Å:
1 H -2.647 2.573 -0.352  0.10
2 N -0.099 -1.413 -0.228  -0.13
3 H -0.310 -3.882 0.297  0.09
4 H 0.980 -3.678 1.587  0.04
5 H 1.884 1.970 -0.706  0.12
6 O 3.203 1.302 -3.353  0.00
7 C -0.543 2.093 -0.464  -0.57
8 N -0.108 0.272 1.783  -0.03
9 C -2.049 1.669 -0.330  -0.14
10 C 1.267 -1.098 3.234  -0.03
11 H 2.052 -1.822 3.033  0.07
12 N -2.440 0.606 -1.312  -0.07
13 H -0.699 -3.629 2.098  0.09
14 O -0.069 2.931 0.309  -0.03
15 O -0.294 -2.175 -1.273  -0.33
16 H -2.187 1.313 0.710  0.11
17 C 0.017 -3.389 1.272  -0.04
18 O 0.524 1.332 2.285  -0.10
19 N 0.116 1.555 -1.468  -0.10
20 C 2.143 1.056 -2.742  -0.58
21 C 0.401 -0.895 2.009  -0.27
22 H -3.074 -0.101 -0.953  0.09
23 H 0.640 -1.525 4.051  0.09
24 O 1.438 -0.022 -3.029  -0.21
25 H 1.609 3.014 -2.091  0.13
26 Tm -0.563 -0.348 -2.513  1.44
27 H 0.172 2.126 1.631  0.10
28 H -2.925 1.019 -2.137  0.10
29 C 1.482 1.985 -1.717  -0.12
30 C 0.089 -1.924 0.931  -0.29
31 F -1.620 -0.758 -4.149  -0.56
32 H 1.611 -0.156 3.586  0.05

***

No. 2
ORCA calculation (ωB97M-V with the def2-TZVPD basis set) on the molecule C4H11NO2 at a distorted geometry.

## Properties
- ΔE to the lowest compared entry with this formula, charge and spin (kcal per mole) = 37.3
- E_tot (Ha) = -364.20875
- HOMO level (eV) = -9.52
- orbital gap (eV) = 10.3
- net charge = 0

Each line ends with the Löwdin charge.
Positions of all 18 atoms, in Å:
1 H -0.606 -0.343 1.684  0.13
2 N -0.524 -0.682 -0.399  -0.04
3 H -1.442 -2.166 -1.397  0.11
4 H 0.967 -2.578 -0.977  0.06
5 H 0.267 2.086 -1.339  0.08
6 C -0.896 -2.105 -0.443  -0.27
7 C 0.922 1.882 -0.489  -0.06
8 O 0.224 -2.971 -0.552  -0.06
9 H 0.767 1.636 1.583  0.14
10 H 1.787 1.284 -0.775  0.08
11 H -1.436 -2.477 0.420  0.12
12 C 0.188 1.319 0.704  -0.45
13 C 0.077 -0.192 0.846  -0.18
14 H 1.347 2.858 -0.222  0.08
15 H 1.030 -0.641 1.154  0.12
16 H 0.065 -0.553 -1.204  0.10
17 O -1.053 1.953 1.038  -0.04
18 H -1.684 1.692 0.369  0.08

***

No. 3
ORCA calculation (ωB97M-V with the def2-TZVPD basis set) on a structure of composition C32H32N3P2RuS2.

## Properties
- ΔE to the lowest compared entry with this formula, charge and spin (kcal per mole) = 0.1
- E_tot (Ha) = -2976.86868
- multiplicity = 2
- HOMO level (spin up / spin down) (eV) = -7.36 / -7.23
- orbital gap (spin up / spin down) (eV) = 7.5 / 6.6
- <S²> = 0.759
- net charge = 0

Each line ends with the Löwdin charge.
Positions of all 72 atoms, in Å:
1 P 1.346 0.707 0.823  0.47
2 C 3.014 -2.693 2.296  -0.08
3 C -0.992 -2.162 1.684  -0.35
4 C 0.811 -1.205 -5.561  -0.15
5 H 2.297 -1.981 0.401  0.09
6 C -0.386 -4.487 1.784  -0.08
7 H 2.186 0.835 3.628  0.11
8 C -4.996 -0.401 2.815  -0.08
9 Ru -0.214 0.468 -1.514  0.64
10 C -3.823 -0.907 2.273  -0.08
11 N -1.773 3.096 -1.973  0.01
12 P -1.468 -0.674 0.771  0.49
13 N -0.041 0.233 -3.724  -0.30
14 C 1.087 4.552 2.113  -0.07
15 C -1.372 0.195 -4.377  -0.17
16 C 3.251 -2.378 3.628  -0.09
17 H 0.085 -1.842 -3.577  0.10
18 H -1.885 1.122 -4.129  0.10
19 H 2.665 5.896 2.656  0.10
20 C 1.770 2.345 1.455  -0.36
21 C -1.203 0.008 -5.906  -0.15
22 C 0.876 1.156 -5.838  -0.15
23 H -0.795 -1.065 3.526  0.12
24 C 0.663 -1.034 -4.028  -0.17
25 H 3.135 -0.864 5.145  0.10
26 H -1.074 -3.491 0.006  0.07
27 C -0.838 -3.393 1.058  -0.10
28 C 2.951 -1.111 4.107  -0.08
29 C 0.731 1.357 -4.309  -0.16
30 H -6.230 1.331 3.074  0.10
31 H 1.862 -1.268 -5.846  0.12
32 H 0.430 1.989 -6.384  0.12
33 C 2.187 -0.466 1.916  -0.34
34 H -4.717 2.822 1.804  0.11
35 H 3.671 -3.122 4.293  0.10
36 H -1.697 -0.904 -6.246  0.12
37 H 0.024 -3.008 4.803  0.11
38 C -3.289 1.280 1.403  -0.08
39 C 2.413 4.899 2.320  -0.08
40 C 2.417 -0.155 3.254  -0.08
41 C 0.763 3.272 1.682  -0.07
42 H 4.459 4.246 2.245  0.10
43 H 0.273 -5.203 3.694  0.10
44 H 0.203 2.277 -4.062  0.10
45 H -1.935 -0.626 -3.934  0.07
46 H 3.242 -3.684 1.924  0.11
47 H 3.891 1.975 1.463  0.11
48 N 0.212 -0.074 -6.263  -0.16
49 C -5.314 0.939 2.650  -0.08
50 H -5.661 -1.053 3.365  0.10
51 H -2.621 1.922 0.839  0.09
52 H -0.275 -5.448 1.297  0.10
53 C 2.483 -1.742 1.442  -0.10
54 C -0.681 -2.026 3.037  -0.09
55 C -2.965 -0.065 1.573  -0.34
56 C -1.201 2.103 -1.793  -0.46
57 C -0.289 0.498 0.592  -0.68
58 H -0.265 2.983 1.501  0.09
59 H 1.926 1.097 -6.128  0.12
60 C -4.464 1.779 1.941  -0.07
61 H -3.577 -1.954 2.399  0.11
62 C 3.104 2.697 1.654  -0.10
63 S 2.100 0.616 -1.105  0.33
64 H 0.302 5.278 2.282  0.11
65 S -1.916 -1.098 -1.201  0.36
66 H 0.322 -2.119 -5.902  0.12
67 C -0.223 -3.118 3.755  -0.08
68 H -1.645 0.844 -6.451  0.12
69 C -0.080 -4.350 3.129  -0.08
70 H 1.632 -1.002 -3.528  0.08
71 C 3.423 3.971 2.090  -0.08
72 H 1.700 1.385 -3.811  0.08

***

No. 4
ORCA calculation (ωB97M-V with the def2-TZVPD basis set) on a cluster of 2 separate species, C4H12N3O in total at a distorted geometry.

## Properties
- ΔE to the lowest compared entry with this formula, charge and spin (kcal per mole) = 24.9
- E_tot (Ha) = -398.40279
- multiplicity = 2
- HOMO level (spin up / spin down) (eV) = -17.85 / -17.85
- orbital gap (spin up / spin down) (eV) = 10.0 / 4.6
- <S²> = 0.755
- net charge = +2

Each line ends with the Löwdin charge.
Positions of all 20 atoms, in Å:
1 C -1.338 2.238 0.182  -0.48
2 H -1.452 0.672 -1.039  0.16
3 H 2.861 0.091 -0.640  0.09
4 O -0.543 2.803 -0.620  0.39
5 H 0.516 -3.301 0.074  0.10
6 N -1.657 0.914 -0.059  0.20
7 H 2.797 -1.327 -1.808  0.10
8 N 0.807 -0.619 0.847  0.22
9 H -1.722 3.835 1.286  0.18
10 H 1.422 0.171 1.046  0.16
11 H -2.681 2.470 1.639  0.17
12 N -1.800 2.817 1.271  0.28
13 H 0.772 -1.204 1.691  0.19
14 C 1.320 -1.339 -0.361  -0.35
15 H -0.132 -0.216 0.655  0.11
16 H 1.000 -3.024 -1.610  0.11
17 C 2.379 -0.830 -0.947  0.13
18 H -0.465 -2.303 -0.990  0.09
19 C 0.564 -2.568 -0.728  -0.02
20 H -2.649 0.724 0.109  0.16

***

No. 5
ORCA calculation (ωB97M-V with the def2-TZVPD basis set) on a structure of composition C53H43BrIrN6O5P2.

## Properties
- ΔE to the lowest compared entry with this formula, charge and spin (kcal per mole) = 0.0
- E_tot (Ha) = -6110.88187
- multiplicity = 2
- HOMO level (spin up / spin down) (eV) = -12.64 / -12.64
- orbital gap (spin up / spin down) (eV) = 6.2 / 5.3
- <S²> = 0.803
- net charge = +2

Each line ends with the Löwdin charge.
Positions of all 111 atoms, in Å:
1 C -5.093 -0.582 3.264  -0.06
2 O -1.932 -1.809 -1.097  -0.16
3 H -3.030 0.243 -1.110  0.10
4 H 0.922 -4.885 5.136  0.11
5 C 3.121 -2.611 0.585  -0.07
6 H 3.462 5.749 0.093  0.11
7 C -2.943 2.347 -1.523  0.03
8 C -3.486 -0.926 1.508  -0.09
9 H -2.542 -0.874 -6.269  0.12
10 N -1.123 0.988 -0.810  -0.11
11 H -1.850 1.899 1.647  0.07
12 C 1.603 -1.108 -4.367  0.02
13 N -0.109 0.918 2.385  -0.46
14 C -2.116 3.461 -1.583  -0.10
15 O 1.766 -0.641 0.226  -0.17
16 C 0.436 -1.680 4.173  -0.09
17 C 4.191 -1.960 1.222  -0.24
18 C -1.889 -0.631 -7.098  0.00
19 C 3.070 4.897 0.633  -0.07
20 P -0.728 -0.568 1.868  0.90
21 C -0.546 -2.181 -4.437  -0.06
22 N 0.240 -1.116 -2.427  -0.01
23 C -1.041 2.063 2.359  -0.14
24 H -2.386 1.452 -7.087  0.11
25 C -0.781 3.307 -1.245  0.04
26 C -0.297 -3.209 2.464  -0.09
27 H 2.527 6.037 2.366  0.11
28 C 0.607 2.919 6.562  -0.06
29 H -0.099 -5.289 2.922  0.11
30 C -2.465 -0.522 2.362  -0.33
31 H -4.137 6.098 -2.042  0.13
32 C 0.632 -4.050 4.513  -0.05
33 C -2.763 -0.176 3.682  -0.08
34 Ir -0.251 -0.848 -0.372  1.30
35 C -0.330 2.068 -0.848  -0.09
36 O -1.827 5.453 -2.793  0.10
37 C -2.831 -3.018 -2.913  0.04
38 C -0.376 -1.335 -8.866  0.01
39 H -4.349 4.711 -1.035  0.11
40 C 2.277 1.223 6.880  -0.06
41 N -3.822 5.190 -1.742  0.19
42 O 0.843 -2.548 -0.144  -0.13
43 C 5.358 -2.679 1.488  0.01
44 C -4.072 -0.198 4.126  -0.05
45 H 1.459 2.412 8.465  0.11
46 H -3.671 -3.347 -2.317  0.14
47 C -2.688 -3.400 -4.218  0.04
48 H 2.382 -4.465 -0.201  0.12
49 C -1.852 -2.201 -2.312  -0.29
50 C 3.226 -3.981 0.272  -0.01
51 C -0.698 -1.818 -3.099  -0.12
52 H 0.867 -2.123 -6.082  0.12
53 H 2.540 -0.826 -4.825  0.13
54 H -3.990 2.405 -1.790  0.13
55 H -0.045 3.262 4.569  0.09
56 H -3.258 -1.254 0.508  0.06
57 H 1.672 4.118 3.603  0.09
58 P 1.553 1.151 2.909  1.08
59 H 2.896 0.181 5.113  0.10
60 C 4.372 -4.679 0.547  -0.06
61 H -0.030 3.694 6.967  0.11
62 H 1.212 -2.570 5.956  0.11
63 C 2.638 2.537 0.773  -0.14
64 Br -0.886 2.731 -9.251  0.84
65 C -0.279 -0.030 -9.308  -0.09
66 C 5.444 -4.011 1.153  -0.04
67 C 2.059 2.689 2.038  -0.35
68 H 2.073 -0.205 -2.440  0.13
69 H 3.286 -0.295 1.561  0.02
70 H -1.968 0.104 4.365  0.11
71 H 4.452 -5.727 0.299  0.11
72 C 1.903 -1.926 0.223  -0.53
73 C 0.664 -1.823 -5.064  0.04
74 H 6.175 -2.163 1.972  0.13
75 H 0.531 -0.681 4.564  0.06
76 H 0.329 0.217 -10.167  0.12
77 H 0.695 1.917 -0.544  0.09
78 C -0.994 0.964 -8.648  -0.67
79 H -0.750 -3.400 1.500  0.10
80 H -6.115 -0.605 3.617  0.12
81 C -1.619 -2.947 -5.028  -0.20
82 C -2.413 1.127 -1.150  -0.09
83 N -1.602 -3.390 -6.301  0.15
84 C 1.353 -0.756 -3.033  -0.05
85 N -1.177 -2.979 -7.362  0.16
86 C 2.049 3.964 2.603  -0.08
87 C 3.125 3.628 0.073  -0.08
88 C 0.065 -4.278 3.267  -0.05
89 H -4.299 0.072 5.149  0.12
90 H -0.098 4.144 -1.296  0.14
91 H 2.741 1.541 0.349  0.08
92 H -5.594 -1.275 1.301  0.11
93 H -3.420 -4.046 -4.684  0.14
94 C 1.413 1.665 4.656  -0.38
95 H 0.142 -2.139 -9.371  0.13
96 H 6.356 -4.551 1.372  0.12
97 C -1.811 0.666 -7.555  -0.10
98 C 0.593 2.660 5.201  -0.11
99 C 1.448 2.202 7.404  -0.06
100 H -1.494 2.234 3.333  0.07
101 C -1.149 -1.625 -7.743  -0.26
102 H 3.580 3.486 -0.900  0.11
103 C 0.804 -2.752 4.970  -0.05
104 C -4.801 -0.952 1.962  -0.06
105 O 4.177 -0.677 1.615  0.07
106 H 2.941 0.667 7.528  0.11
107 H -0.496 2.958 2.053  0.08
108 C 2.542 5.059 1.904  -0.06
109 C -2.573 4.809 -2.092  -0.50
110 C -0.081 -1.900 2.898  -0.33
111 C 2.252 0.955 5.518  -0.12

***

No. 6
ORCA calculation (ωB97M-V with the def2-TZVPD basis set) on a cluster of 2 separate species, C8H16N3O4 in total at a distorted geometry.

## Properties
- ΔE to the lowest compared entry with this formula, charge and spin (kcal per mole) = 74.0
- E_tot (Ha) = -779.20762
- HOMO level (eV) = -12.47
- orbital gap (eV) = 8.5
- net charge = +1

Each line ends with the Löwdin charge.
Positions of all 31 atoms, in Å:
1 H 1.499 2.900 -1.177  0.16
2 C -0.329 0.150 -0.526  -0.25
3 C 0.665 2.204 -1.553  -0.14
4 O 0.124 1.190 1.563  -0.03
5 H 3.853 0.997 0.148  0.05
6 C 2.741 -1.043 1.637  0.04
7 O -0.517 2.866 -1.074  -0.06
8 H 0.567 1.910 -2.562  0.13
9 C 1.734 -1.793 -0.663  0.06
10 C 2.111 -0.961 0.242  -0.12
11 H 0.360 -2.892 -1.608  0.14
12 C 0.923 0.877 -0.899  -0.11
13 H -1.270 -0.215 1.487  0.12
14 N -3.997 -0.522 0.820  0.06
15 O 3.301 1.116 -0.545  0.13
16 H 0.246 2.027 1.192  0.06
17 C 2.117 0.421 -0.415  -0.19
18 H -1.897 1.241 0.606  0.16
19 H 3.790 -0.644 1.697  0.12
20 H -4.083 -1.050 1.766  0.12
21 H -1.067 3.342 -1.720  0.12
22 H -4.311 0.401 0.872  0.02
23 N -0.851 -0.632 -1.428  0.01
24 N 1.343 -2.681 -1.517  0.25
25 C -0.923 0.576 0.812  -0.17
26 H 2.508 -1.899 2.117  0.05
27 O -1.992 -1.319 -1.138  -0.08
28 H -4.631 -0.877 0.240  -0.02
29 H 2.148 -3.242 -1.848  0.18
30 H 2.087 -0.326 2.193  0.11
31 H -2.455 -0.879 -0.270  0.09

***

No. 7
ORCA calculation (ωB97M-V with the def2-TZVPD basis set) on a structure of composition C16H34CaOP2 at a distorted geometry.

## Properties
- ΔE to the lowest compared entry with this formula, charge and spin (kcal per mole) = 0.0
- E_tot (Ha) = -2065.48742
- HOMO level (eV) = -5.92
- orbital gap (eV) = 6.1
- net charge = 0

Each line ends with the Löwdin charge.
Positions of all 54 atoms, in Å:
1 H -0.554 -3.446 0.217  0.05
2 H 2.066 2.870 1.338  0.04
3 H 0.837 3.695 0.332  0.05
4 H 1.426 0.847 -0.185  0.08
5 H -1.374 -1.907 -2.741  0.11
6 C -1.693 2.412 1.050  -0.28
7 C 0.337 0.806 -0.065  -0.43
8 H -2.442 1.615 0.986  0.04
9 H 1.196 2.276 -2.565  0.11
10 H -1.986 3.106 1.847  0.04
11 H 1.061 -2.200 4.728  -0.04
12 C 1.631 -0.549 -3.972  -0.18
13 H -1.273 2.388 -2.311  0.09
14 H 0.300 -3.345 3.614  -0.06
15 H -0.735 1.502 7.311  0.05
16 H 0.646 0.924 -5.219  0.10
17 H -0.779 -0.363 -5.283  0.10
18 H -0.907 -3.657 1.966  0.02
19 C -1.392 -0.425 -4.370  -0.19
20 C 1.012 3.175 1.285  -0.30
21 H 0.808 3.860 2.120  0.04
22 C -0.931 -2.965 1.126  -0.27
23 H -1.235 -0.696 -0.329  0.08
24 C -0.699 -1.281 -3.341  -0.11
25 C 0.635 -1.351 -3.185  -0.13
26 H 0.381 -1.179 -0.862  0.03
27 Ca -0.136 0.075 3.897  1.11
28 C -1.781 1.017 -3.947  -0.18
29 H -1.964 -2.625 0.966  0.04
30 H 2.176 1.459 -4.512  0.11
31 C 1.241 0.918 -4.292  -0.19
32 P -0.058 1.720 1.507  0.76
33 H 2.037 -2.841 2.023  0.03
34 C -0.162 -0.628 -0.079  -0.45
35 C 0.189 -2.359 4.068  -0.39
36 H 0.898 0.865 7.674  0.06
37 H -0.077 1.389 -0.894  0.02
38 H 2.571 -0.565 -3.394  0.11
39 H 1.800 -2.704 0.249  0.04
40 O -0.073 0.219 5.947  -0.64
41 H -1.657 2.951 0.093  0.04
42 H -0.534 -0.155 7.931  0.06
43 C 0.529 1.690 -3.213  -0.12
44 H 1.869 -1.039 -4.938  0.12
45 H -0.722 -2.375 4.694  -0.04
46 H 1.080 -2.078 -2.489  0.10
47 H 2.502 -1.339 1.177  0.04
48 H -2.743 0.995 -3.407  0.11
49 P 0.098 -1.529 1.550  0.71
50 H -1.971 1.582 -4.882  0.12
51 H -2.325 -0.945 -4.649  0.11
52 C -0.805 1.742 -3.066  -0.13
53 C -0.097 0.616 7.291  -0.29
54 C 1.778 -2.166 1.204  -0.26

***

No. 8
ORCA calculation (ωB97M-V with the def2-TZVPD basis set) on the molecule C3H10N2S.

## Properties
- ΔE to the lowest compared entry with this formula, charge and spin (kcal per mole) = 10.6
- E_tot (Ha) = -627.97778
- HOMO level (eV) = -9.00
- orbital gap (eV) = 10.0
- net charge = 0

Each line ends with the Löwdin charge.
Positions of all 16 atoms, in Å:
1 H -1.540 -2.731 0.169  0.05
2 H 1.015 2.223 -0.751  0.07
3 C 0.220 -1.745 -0.281  -0.32
4 N -0.923 -2.578 -0.611  0.00
5 H 0.665 -0.122 -1.459  0.11
6 H 0.357 -1.782 0.801  0.11
7 H -1.429 -2.183 -1.389  0.06
8 C 0.206 0.607 0.394  -0.35
9 H 1.108 -2.176 -0.753  0.11
10 H -0.604 0.445 1.103  0.11
11 N 0.063 -0.356 -0.681  -0.08
12 H -0.779 2.141 -0.729  0.07
13 H 0.325 2.467 2.211  -0.16
14 H 1.150 0.505 0.945  0.11
15 S 0.035 3.263 1.179  0.69
16 C 0.133 2.023 -0.147  -0.57